Entry 1:
C40H34AsF6N7O2Ta as an isolated structure at a distorted geometry. Source: the OMol25 dataset; level of theory: ωB97M-V/def2-TZVPD.

- ΔE to the lowest compared entry with this formula, charge and spin (kcal per mole) = 77.74
- E_LUMO (alpha / beta) (eV) = -7.8 / -8.7
- spin multiplicity = 2
- total charge = +2
- E_HOMO (alpha / beta) (eV) = -13.20 / -13.20

Geometry (Å):
Ta -0.45 -0.39 0.37
C 2.88 -0.58 -4.31
C 3.27 -0.39 -2.97
C 2.35 -0.03 -2.03
C 1.01 0.22 -2.40
C 0.62 0.00 -3.76
C 1.55 -0.40 -4.69
N 0.06 0.63 -1.48
C -0.90 1.48 -2.06
C -0.59 2.40 -3.07
C -1.63 3.08 -3.68
C -2.96 2.87 -3.32
C -3.27 2.00 -2.29
C -2.22 1.34 -1.65
N -2.37 0.49 -0.55
N -3.52 0.30 -0.14
C -3.54 -0.61 0.93
C -4.76 -1.02 1.42
C -4.78 -1.99 2.40
C -3.57 -2.51 2.84
C -2.39 -2.04 2.30
N -2.35 -1.06 1.38
H 3.62 -0.89 -5.04
H 4.30 -0.55 -2.68
H 2.64 0.11 -1.00
H -0.42 0.05 -4.02
H 1.25 -0.60 -5.70
H 0.43 2.59 -3.34
H -1.40 3.80 -4.45
H -3.75 3.40 -3.82
H -4.29 1.84 -1.97
H -5.66 -0.59 1.00
H -5.72 -2.34 2.81
H -3.53 -3.30 3.58
H -1.46 -2.47 2.61
C -2.99 3.45 0.77
C -1.63 3.69 0.17
C -1.46 4.88 -0.54
C -0.21 5.30 -0.95
C 0.90 4.57 -0.60
C 0.78 3.36 0.09
C 2.02 2.69 0.57
C -0.50 2.88 0.38
N -0.60 1.58 1.07
C -0.91 1.90 2.43
O -1.19 2.98 2.84
C -0.70 0.74 3.32
C -0.83 0.74 4.69
C -0.32 -0.34 5.39
C 0.37 -1.33 4.70
C 0.44 -1.23 3.32
N -0.14 -0.25 2.65
C 1.31 -2.02 2.43
O 2.06 -2.84 2.90
N 1.21 -1.62 1.10
C 2.34 -2.28 0.42
C 3.54 -1.56 0.33
C 3.76 -0.29 1.10
C 4.62 -2.12 -0.34
C 4.53 -3.40 -0.87
C 3.41 -4.16 -0.59
C 2.33 -3.65 0.12
C 1.36 -4.64 0.69
H -3.77 3.80 0.10
H -3.20 2.42 1.03
H -3.07 4.03 1.69
H -2.33 5.50 -0.73
H -0.10 6.24 -1.49
H 1.90 4.94 -0.82
H 2.82 3.41 0.67
H 1.88 2.22 1.55
H 2.37 1.93 -0.12
H -1.28 1.60 5.17
H -0.40 -0.39 6.47
H 0.89 -2.15 5.18
H 2.85 0.28 1.28
H 4.17 -0.53 2.08
H 4.48 0.37 0.61
H 5.54 -1.56 -0.41
H 5.37 -3.82 -1.41
H 3.40 -5.21 -0.88
H 0.37 -4.24 0.89
H 1.25 -5.50 0.04
H 1.77 -4.99 1.64
F 0.43 -1.99 -1.27
As -0.99 -3.01 -1.71
F -0.12 -4.45 -1.64
F -0.70 -2.77 -3.36
F -2.51 -3.72 -1.86
F -1.74 -1.40 -1.63
F -1.19 -2.90 0.08

Entry 2:
C40H34ClF15N6OPSY as an isolated structure. Source: the OMol25 dataset; level of theory: ωB97M-V/def2-TZVPD.

- ΔE to the lowest compared entry with this formula, charge and spin (kcal per mole) = 18.82
- E_LUMO (alpha / beta) (eV) = 1.0 / 1.0
- spin multiplicity = 2
- total charge = -1
- E_HOMO (alpha / beta) (eV) = -4.79 / -5.43

Geometry (Å):
Y 0.07 -0.04 -0.33
F -4.00 -1.35 3.61
C -4.61 -0.49 2.78
F -5.61 0.06 3.51
F -5.21 -1.22 1.83
C -3.69 0.56 2.23
C -3.97 1.89 2.47
C -3.12 2.88 1.98
C -2.03 2.47 1.25
N -1.74 1.19 1.01
C -2.55 0.20 1.47
S -2.09 -1.40 1.05
H -4.85 2.15 3.04
H -3.33 3.92 2.14
H -1.34 3.19 0.82
C 4.21 -4.45 -1.03
C 3.08 -3.97 -1.68
C 2.18 -3.17 -0.99
C 2.40 -2.89 0.35
C 3.52 -3.37 1.00
C 4.44 -4.14 0.30
N 1.46 -2.05 1.05
N 1.32 -2.41 2.23
C 0.48 -1.59 3.04
C -0.15 -2.21 4.10
C -0.96 -1.44 4.91
C -1.05 -0.08 4.66
C -0.34 0.45 3.60
N 0.41 -0.29 2.78
H 4.93 -5.05 -1.57
H 2.91 -4.19 -2.72
H 1.33 -2.76 -1.51
H 3.69 -3.11 2.04
H 5.33 -4.50 0.80
H -0.03 -3.28 4.25
H -1.52 -1.88 5.72
H -1.66 0.57 5.27
H -0.39 1.51 3.37
F 5.15 -0.43 -4.50
C 4.12 -0.34 -3.61
C 4.40 -0.28 -2.26
C 3.33 -0.20 -1.38
C 1.99 -0.16 -1.77
C 1.79 -0.20 -3.17
C 2.83 -0.29 -4.09
H 5.43 -0.32 -1.92
H 3.58 -0.17 -0.32
H 0.78 -0.15 -3.57
H 2.65 -0.32 -5.15
F -0.77 1.90 -1.51
P -0.26 3.46 -2.01
F 1.13 2.82 -2.45
F -0.91 3.15 -3.43
F 0.21 4.92 -2.44
F -1.68 4.02 -1.48
F 0.33 3.68 -0.50
F -1.31 -5.77 -4.87
C -1.20 -4.64 -4.15
C -1.20 -3.40 -4.77
F -1.30 -3.34 -6.11
C -1.09 -2.25 -4.03
F -1.10 -1.07 -4.68
C -0.98 -2.25 -2.62
O -0.88 -1.14 -1.95
C -1.01 -3.52 -2.03
F -0.92 -3.63 -0.69
C -1.11 -4.69 -2.77
F -1.12 -5.87 -2.14
Cl -5.45 -1.33 -1.60
C -5.31 0.39 -1.38
C -6.20 1.01 -0.53
C -6.14 2.39 -0.36
C -5.19 3.14 -1.04
C -4.30 2.52 -1.89
C -4.32 1.12 -2.10
C -3.40 0.51 -2.96
H -6.93 0.41 -0.01
H -6.84 2.87 0.32
H -5.13 4.21 -0.90
H -3.55 3.10 -2.41
H -2.66 1.11 -3.47
H -3.36 -0.56 -3.06
C 4.60 1.40 3.11
C 3.55 2.14 2.28
C 2.67 2.99 3.21
C 4.23 3.01 1.24
N 2.79 1.07 1.60
N 1.72 1.54 0.78
H 5.26 2.11 3.62
H 5.20 0.75 2.47
H 4.12 0.78 3.88
H 3.28 3.71 3.75
H 2.16 2.36 3.94
H 1.93 3.57 2.65
H 4.91 3.72 1.72
H 3.50 3.59 0.66
H 4.80 2.40 0.54
H 2.36 0.47 2.29
H 2.11 1.95 -0.06
H 1.19 2.27 1.25

Entry 3:
C40H34CoN9O2S as an isolated structure. Source: the OMol25 dataset; level of theory: ωB97M-V/def2-TZVPD.

- E_LUMO (alpha / beta) (eV) = -3.3 / -3.3
- spin multiplicity = 4
- total charge = +1
- E_HOMO (alpha / beta) (eV) = -9.73 / -9.73

Geometry (Å):
Co 1.13 0.08 -0.66
C 1.66 -3.85 -2.90
O 2.91 -3.11 -2.72
C 2.55 -2.00 -2.09
N 1.34 -1.84 -1.74
C 0.70 -3.16 -1.92
C -0.75 -3.16 -2.32
C -1.35 -4.37 -2.68
C -2.71 -4.42 -2.94
C -3.49 -3.28 -2.83
C -2.90 -2.07 -2.49
C -1.53 -2.01 -2.23
C 3.59 -0.99 -1.74
C 4.86 -0.91 -2.27
C 5.69 0.12 -1.83
C 5.20 1.05 -0.93
C 3.91 0.89 -0.47
N 3.15 -0.14 -0.83
C 3.17 1.86 0.37
N 1.91 1.75 0.52
C 1.46 2.85 1.37
C 2.75 3.71 1.53
O 3.80 2.89 0.91
C 0.91 2.39 2.71
C 0.21 3.32 3.49
C -0.25 2.97 4.75
C -0.02 1.70 5.25
C 0.67 0.77 4.48
C 1.14 1.12 3.22
H 1.84 -4.90 -2.69
H 1.34 -3.73 -3.94
H 0.77 -3.66 -0.95
H -0.75 -5.27 -2.76
H -3.16 -5.37 -3.22
H -4.56 -3.33 -3.02
H -3.50 -1.17 -2.40
H -1.08 -1.07 -1.94
H 5.18 -1.64 -3.00
H 6.70 0.20 -2.21
H 5.80 1.89 -0.60
H 0.67 3.40 0.85
H 3.01 3.88 2.56
H 2.71 4.65 0.99
H 0.03 4.32 3.10
H -0.80 3.70 5.34
H -0.39 1.42 6.23
H 0.86 -0.22 4.86
H 1.68 0.39 2.62
N -7.24 -0.07 5.33
C -6.29 -0.11 4.68
C -5.10 -0.15 3.86
C -5.01 -1.06 2.82
C -3.88 -1.07 2.01
C -2.85 -0.17 2.24
C -2.94 0.73 3.29
C -4.06 0.75 4.10
C -1.65 -0.15 1.34
C -0.68 -1.12 1.56
C -0.75 -2.21 2.48
C 0.44 -2.89 2.38
C 1.21 -2.18 1.42
N 0.56 -1.14 0.94
C -1.63 0.84 0.36
C -2.57 1.89 0.19
C -2.20 2.59 -0.94
C -1.05 1.94 -1.44
N -0.69 0.90 -0.68
H -5.82 -1.75 2.63
H -3.80 -1.78 1.19
H -2.12 1.43 3.47
H -4.13 1.44 4.93
H -1.60 -2.44 3.12
H 0.74 -3.77 2.93
H 2.23 -2.39 1.12
H -3.42 2.08 0.84
H -2.68 3.45 -1.37
H -0.50 2.19 -2.33
N 0.66 0.23 -3.91
N 0.73 1.41 -4.65
C 1.51 2.44 -4.24
N 1.59 3.45 -5.13
S 2.30 2.51 -2.76
H 1.33 -0.44 -4.25
H -0.28 -0.16 -3.97
H 0.44 1.38 -5.61
H 1.07 3.47 -5.98
H 2.07 4.29 -4.84

Entry 4:
C40H35Br2CoNO2PS3 as an isolated structure at a distorted geometry. Source: the OMol25 dataset; level of theory: ωB97M-V/def2-TZVPD.

- ΔE to the lowest compared entry with this formula, charge and spin (kcal per mole) = 20.77
- E_LUMO (alpha / beta) (eV) = 2.3 / 2.3
- spin multiplicity = 2
- total charge = -1
- E_HOMO (alpha / beta) (eV) = -3.84 / -4.33

Geometry (Å):
Co -1.19 -0.35 -0.71
C -1.87 1.59 4.21
C -1.63 0.19 4.76
S -0.94 -0.93 3.49
C 0.87 -0.82 3.69
C 1.45 0.58 3.80
S 1.14 1.55 2.28
C 1.16 3.24 2.98
C -0.21 3.73 3.42
S -0.82 2.90 4.94
H -2.90 1.89 4.38
H -1.68 1.62 3.14
H -2.58 -0.27 5.03
H -0.98 0.17 5.64
H 1.26 -1.31 2.80
H 1.15 -1.40 4.57
H 2.53 0.50 3.94
H 1.01 1.13 4.63
H 1.53 3.87 2.16
H 1.87 3.26 3.80
H -0.97 3.58 2.66
H -0.16 4.79 3.67
C 2.42 4.37 -1.49
C 1.23 4.08 -0.85
C 0.85 2.77 -0.65
C 1.67 1.73 -1.06
C 2.87 2.02 -1.70
C 3.23 3.34 -1.92
P 1.13 -0.01 -0.79
C 2.60 -0.77 -0.04
C 2.67 -2.17 -0.05
C 3.64 -2.84 0.68
C 4.54 -2.12 1.45
C 4.49 -0.74 1.47
C 3.52 -0.07 0.74
C 1.28 -0.51 -2.53
C 2.44 -0.94 -3.12
C 2.49 -1.12 -4.51
C 1.39 -0.87 -5.28
C 0.17 -0.47 -4.70
C -0.99 -0.23 -5.47
C -2.15 0.15 -4.85
C -2.21 0.28 -3.45
C -1.12 0.04 -2.64
C 0.10 -0.30 -3.29
H 2.72 5.40 -1.64
H 0.58 4.89 -0.52
H -0.08 2.54 -0.16
H 3.51 1.22 -2.04
H 4.16 3.56 -2.43
H 1.96 -2.72 -0.66
H 3.68 -3.92 0.65
H 5.29 -2.64 2.03
H 5.20 -0.18 2.06
H 3.49 1.01 0.75
H 3.31 -1.14 -2.52
H 3.42 -1.45 -4.96
H 1.45 -0.98 -6.35
H -0.95 -0.36 -6.54
H -3.04 0.33 -5.43
H -3.16 0.58 -3.03
Br -4.03 -2.48 -2.10
C -4.43 -1.06 -0.89
C -5.76 -0.89 -0.56
C -6.10 0.18 0.28
C -5.08 0.99 0.73
C -3.77 0.73 0.35
N -3.43 -0.31 -0.47
C -2.63 1.56 0.83
O -2.83 2.61 1.46
O -1.48 1.09 0.57
H -6.50 -1.56 -0.95
H -7.13 0.36 0.54
H -5.24 1.84 1.37
Br -0.19 -6.98 -0.31
C -0.50 -5.08 -0.42
C -0.54 -4.50 -1.67
C -0.76 -3.13 -1.77
C -0.95 -2.33 -0.64
C -0.90 -2.98 0.60
C -0.68 -4.34 0.72
H -0.39 -5.10 -2.56
H -0.79 -2.70 -2.76
H -1.04 -2.42 1.51
H -0.65 -4.80 1.70

Entry 5:
C40H35Cl3KN10P3Se2 as an isolated structure at a distorted geometry. Source: the OMol25 dataset; level of theory: ωB97M-V/def2-TZVPD.

- ΔE to the lowest compared entry with this formula, charge and spin (kcal per mole) = 0.00
- E_LUMO (eV) = 0.3
- E_HOMO (eV) = -7.33

Geometry (Å):
K 1.22 0.84 -3.08
C 6.93 1.75 -3.68
N 5.62 1.45 -4.23
C 5.33 1.36 -5.57
C 4.00 1.08 -5.65
N 3.46 1.00 -4.40
C 4.45 1.22 -3.56
P 4.40 1.32 -1.74
C 3.17 2.67 -1.58
N 2.35 3.08 -2.53
C 1.68 4.16 -2.01
C 2.09 4.39 -0.74
N 3.05 3.45 -0.47
C 3.67 3.24 0.83
C 3.51 -0.23 -1.37
N 2.85 -0.98 -2.24
C 2.46 -2.10 -1.56
C 2.92 -2.04 -0.28
N 3.60 -0.86 -0.16
C 4.18 -0.35 1.07
H 7.65 1.74 -4.49
H 6.94 2.73 -3.21
H 7.22 1.00 -2.94
H 6.09 1.50 -6.32
H 3.40 0.93 -6.53
H 0.95 4.70 -2.60
H 1.79 5.12 0.00
H 3.82 4.20 1.31
H 3.03 2.61 1.45
H 4.64 2.77 0.69
H 1.92 -2.89 -2.05
H 2.84 -2.73 0.55
H 4.52 -1.19 1.67
H 5.04 0.28 0.83
H 3.44 0.22 1.63
Se 0.33 1.16 4.50
P -0.62 -0.09 3.10
C -2.42 0.06 3.25
C -2.96 1.32 2.98
C -4.31 1.55 3.18
C -5.13 0.54 3.68
C -4.59 -0.70 3.97
C -3.24 -0.94 3.76
C -0.19 -1.83 3.40
C -0.40 -2.38 4.67
C 0.01 -3.68 4.94
C 0.66 -4.42 3.96
C 0.89 -3.87 2.71
C 0.45 -2.58 2.43
C -0.14 0.24 1.38
C -0.59 0.05 0.05
N 0.34 0.63 -0.75
N 1.29 1.12 0.02
N 1.04 0.89 1.29
P -1.90 -0.79 -0.87
Se -1.75 -0.55 -2.97
C -1.92 -2.54 -0.38
C -2.50 -2.93 0.82
C -2.53 -4.27 1.19
C -1.96 -5.22 0.36
C -1.37 -4.83 -0.84
C -1.37 -3.49 -1.22
C -3.49 -0.09 -0.33
C -4.65 -0.84 -0.23
C -5.87 -0.22 -0.02
C -5.94 1.16 0.09
C -4.78 1.92 0.00
C -3.56 1.30 -0.21
H -2.32 2.11 2.61
H -4.73 2.52 2.95
H -6.18 0.73 3.84
H -5.22 -1.49 4.36
H -2.83 -1.91 4.00
H -0.85 -1.78 5.45
H -0.16 -4.10 5.92
H 0.99 -5.43 4.18
H 1.38 -4.46 1.94
H 0.60 -2.16 1.45
H -2.96 -2.19 1.46
H -2.99 -4.56 2.13
H -1.97 -6.26 0.64
H -0.93 -5.58 -1.49
H -0.94 -3.18 -2.17
H -4.62 -1.92 -0.34
H -6.78 -0.81 0.05
H -6.89 1.65 0.25
H -4.82 3.00 0.09
H -2.65 1.89 -0.29
Cl -2.94 4.59 -1.91
C -3.03 4.01 -3.59
Cl -3.08 5.39 -4.69
Cl -4.44 2.99 -3.82
C -1.82 3.23 -3.87
N -0.88 2.62 -4.11

no.,total energy (a.u.)
1,-4970.0881
2,-4684.9064
3,-3968.7884
4,-9817.2838
5,-9900.3549